(1)
{
  "formula": "ClH3N2O6S",
  "method": "ωB97M-V with the def2-TZVPD basis set",
  "species": ["N", "S", "O", "N", "O", "H", "H", "H", "O", "Cl", "O", "O", "O"],
  "xyz": [[0.0535, -0.2201, -0.7726], [-1.2313, 0.4959, -0.2205], [-2.4931, 0.2444, -1.1912], [-3.5607, -0.5800, -0.4132], [-4.3533, -0.9276, -1.1290], [0.2567, -0.1611, -1.7641], [0.2420, -1.1263, -0.3493], [-0.9531, 1.7345, -0.6306], [3.1349, -0.2049, 2.5007], [2.4264, 0.1178, 1.3069], [3.2693, 0.8070, 0.3715], [1.2576, 0.9403, 1.6003], [1.9509, -1.1198, 0.6910]],
  "total_charge": 0,
  "homo_lumo_gap_ev": 6.7,
  "lumo_ev": -2.51,
  "e_homo_ev": -9.18
}

(2)
{
  "formula": "C17H42N3O5S",
  "method": "ωB97M-V with the def2-TZVPD basis set",
  "species": ["C", "C", "O", "C", "N", "C", "C", "O", "S", "O", "O", "O", "H", "H", "H", "H", "H", "H", "H", "H", "H", "H", "H", "H", "C", "C", "N", "C", "C", "C", "C", "H", "H", "H", "H", "H", "H", "H", "H", "H", "H", "H", "H", "H", "H", "H", "C", "C", "N", "C", "C", "C", "C", "H", "H", "H", "H", "H", "H", "H", "H", "H", "H", "H", "H", "H", "H", "H"],
  "xyz": [[-0.7955, -5.0015, -2.4126], [0.5906, -5.2090, -3.1634], [0.3148, -4.9832, -4.5898], [1.7156, -4.1506, -2.7641], [2.2410, -4.2971, -1.3772], [2.6597, -5.6900, -1.0635], [1.6222, -6.4153, -0.0611], [1.6908, -7.8178, -0.3735], [0.3706, -8.6682, 0.2149], [0.1662, -9.8068, -0.7723], [-0.8915, -7.8510, 0.2495], [0.6549, -9.3435, 1.6610], [-1.6221, -5.1280, -3.1933], [-0.9214, -3.9874, -1.9290], [-0.9692, -5.8512, -1.6676], [0.9374, -6.2874, -3.0901], [1.1632, -5.1776, -5.0421], [1.2038, -3.1249, -2.8015], [2.5435, -4.1041, -3.5610], [3.1190, -3.7521, -1.3802], [2.7647, -6.3681, -1.9737], [3.6718, -5.6632, -0.5547], [1.9221, -6.1464, 0.9964], [0.6201, -5.9320, -0.2594], [0.6488, -1.8543, 1.2410], [1.2830, -0.4748, 1.1223], [1.4005, 0.0125, -0.2481], [2.2162, 1.2169, -0.3588], [1.7041, 2.4910, 0.3151], [0.1683, 0.0264, -1.0281], [-0.9981, 0.8590, -0.4951], [1.2073, -2.5976, 0.6661], [0.6477, -2.1715, 2.2869], [-0.3900, -1.8601, 0.9024], [2.2874, -0.5446, 1.5545], [0.7199, 0.2243, 1.7560], [2.4004, 1.4300, -1.4184], [3.2063, 0.9911, 0.0550], [0.8996, 2.9565, -0.2566], [2.5132, 3.2260, 0.3737], [1.3546, 2.3143, 1.3335], [-0.1757, -1.0059, -1.1464], [0.3927, 0.3488, -2.0509], [-1.1327, 0.7531, 0.5834], [-1.9289, 0.5361, -0.9710], [-0.8770, 1.9176, -0.7271], [-2.4841, 3.5714, 1.8670], [-2.7099, 5.0338, 2.2259], [-1.4885, 5.8286, 2.2885], [-1.6986, 7.1550, 2.8596], [-2.5914, 8.1303, 2.0915], [-0.6420, 5.7922, 1.1005], [-1.2531, 6.2570, -0.2223], [-1.8057, 3.0902, 2.5759], [-3.4349, 3.0332, 1.8956], [-2.0780, 3.4530, 0.8599], [-3.1887, 5.0527, 3.2111], [-3.4360, 5.4583, 1.5194], [-0.7257, 7.6302, 3.0312], [-2.1247, 7.0254, 3.8616], [-2.0770, 8.5586, 1.2302], [-2.8647, 8.9672, 2.7415], [-3.5200, 7.6690, 1.7521], [-0.2809, 4.7676, 0.9673], [0.2686, 6.3710, 1.2899], [-2.2709, 5.8891, -0.3676], [-0.6515, 5.8839, -1.0565], [-1.2628, 7.3440, -0.3034]],
  "total_charge": -1,
  "homo_lumo_gap_ev": 6.9,
  "lumo_ev": 2.03,
  "e_homo_ev": -4.86
}

(3)
{
  "formula": "C28H32F6N3O6PdS2Te",
  "method": "ωB97M-V with the def2-TZVPD basis set",
  "species": ["Pd", "F", "C", "F", "F", "S", "O", "O", "N", "S", "O", "O", "C", "F", "F", "F", "O", "C", "C", "C", "C", "C", "C", "N", "H", "H", "H", "H", "H", "H", "H", "C", "C", "O", "N", "Te", "C", "C", "C", "C", "C", "C", "C", "C", "C", "C", "C", "C", "C", "C", "C", "C", "C", "C", "H", "H", "H", "H", "H", "H", "H", "H", "H", "H", "H", "H", "H", "H", "H", "H", "H", "H", "H", "H", "H", "H", "H", "H", "H"],
  "xyz": [[-0.7120, -1.6030, -1.3463], [3.0706, -4.0570, -2.8898], [3.5683, -3.1088, -2.1039], [4.4701, -2.4249, -2.8390], [4.2462, -3.7053, -1.1101], [2.3593, -1.8751, -1.4040], [1.6529, -1.4109, -2.5801], [3.3284, -1.0181, -0.7708], [1.5417, -2.7331, -0.3198], [0.3196, -3.6554, -0.9062], [0.4064, -4.0349, -2.3154], [-0.9551, -3.7000, -0.1704], [0.9841, -5.2285, -0.1607], [2.1668, -5.6061, -0.6653], [1.1319, -5.1379, 1.1728], [0.1219, -6.2410, -0.3894], [-3.5027, 0.2445, -0.8902], [-4.2167, -0.4180, -1.9001], [-3.9237, -1.8989, -2.0533], [-4.8400, -2.8534, -1.6304], [-4.5753, -4.1970, -1.8547], [-3.4138, -4.5382, -2.5205], [-2.5582, -3.5191, -2.9221], [-2.7825, -2.2324, -2.6665], [-2.5635, 0.3742, -1.1900], [-4.0363, 0.0519, -2.8754], [-5.2787, -0.3096, -1.6588], [-5.7577, -2.5372, -1.1497], [-5.2753, -4.9581, -1.5295], [-3.1627, -5.5687, -2.7338], [-1.6492, -3.7448, -3.4645], [-1.0541, 0.4388, -4.1477], [-0.2859, 0.9973, -2.9494], [0.6674, 1.7596, -3.1734], [-0.7767, 0.6638, -1.7384], [0.8421, 0.6395, -0.2628], [2.3676, 1.6674, 1.1563], [3.3107, 2.5518, 0.6249], [3.2567, 3.0415, -0.8089], [4.3599, 3.0274, 1.4214], [4.5125, 2.6340, 2.7375], [5.6471, 3.1490, 3.5870], [3.5992, 1.7182, 3.2520], [2.5498, 1.2304, 2.4820], [1.6266, 0.2019, 3.0881], [-0.6877, 1.5006, 0.9751], [-0.8641, 2.8895, 0.9760], [0.0104, 3.8006, 0.1542], [-1.8954, 3.4508, 1.7269], [-2.7714, 2.6685, 2.4605], [-3.9172, 3.2805, 3.2256], [-2.6015, 1.2923, 2.4293], [-1.5857, 0.6903, 1.6910], [-1.5161, -0.8136, 1.6619], [-0.5702, 0.7735, -5.0637], [-2.0853, 0.7987, -4.1211], [-1.0765, -0.6498, -4.1047], [2.6017, 2.4348, -1.4326], [4.2568, 3.0295, -1.2485], [2.8861, 4.0704, -0.8532], [5.0802, 3.7182, 0.9870], [6.2203, 3.9088, 3.0532], [6.3312, 2.3425, 3.8645], [5.2756, 3.5939, 4.5139], [3.7196, 1.3647, 4.2742], [2.0108, -0.1550, 4.0460], [1.5272, -0.6524, 2.4148], [0.6282, 0.6165, 3.2425], [0.1316, 3.4034, -0.8577], [1.0081, 3.8690, 0.5918], [-0.4212, 4.8019, 0.0957], [-2.0237, 4.5304, 1.7200], [-3.8425, 4.3690, 3.2485], [-3.9454, 2.9172, 4.2558], [-4.8722, 3.0178, 2.7626], [-3.2978, 0.6600, 2.9736], [-2.3963, -1.2516, 2.1344], [-0.6204, -1.1967, 2.1528], [-1.4850, -1.1499, 0.6193]],
  "total_charge": -2,
  "homo_lumo_gap_ev": [5.2, 5.4],
  "lumo_ev": [4.34, 4.33],
  "spin_multiplicity": 2,
  "e_homo_ev": [-0.84, -1.10],
  "s_squared": 0.761
}

(4)
{
  "formula": "C19H35F2N3OP",
  "method": "ωB97M-V with the def2-TZVPD basis set",
  "species": ["C", "C", "P", "N", "C", "C", "C", "C", "C", "C", "N", "C", "C", "C", "C", "F", "C", "C", "F", "H", "H", "H", "H", "H", "H", "H", "H", "H", "H", "H", "H", "H", "H", "H", "H", "H", "H", "H", "H", "H", "C", "N", "C", "C", "C", "C", "O", "H", "H", "H", "H", "H", "H", "H", "H", "H", "H", "H", "H", "H", "H"],
  "xyz": [[-2.3495, -1.1964, -1.4386], [-1.4120, -2.1295, -1.2871], [-0.3504, -2.4541, 0.1785], [-1.6524, -3.3733, 0.9439], [-2.5574, -4.0629, 0.3774], [-2.3201, -5.2842, -0.4828], [-4.0034, -3.7254, 0.6395], [0.8636, -3.8272, 0.3038], [1.6343, -4.0138, 1.4486], [2.5701, -5.0365, 1.5278], [2.7729, -5.9078, 0.5408], [2.0437, -5.7233, -0.5532], [1.0952, -4.7255, -0.7399], [1.0809, -1.4116, -0.6645], [0.8121, 0.0790, -0.8414], [1.2047, -1.9609, -1.9610], [-0.3617, -1.2632, 1.6563], [-1.6044, -0.4194, 1.7686], [-0.3524, -2.0691, 2.7953], [-2.3128, -0.1881, -1.0547], [-3.2031, -1.4314, -2.0633], [-1.2758, -2.8294, -2.1037], [-1.6104, -5.9625, -0.0198], [-3.2513, -5.8287, -0.6145], [-1.9787, -5.0058, -1.4784], [-4.6911, -4.2541, -0.0141], [-4.2333, -4.0352, 1.6613], [-4.1614, -2.6517, 0.5968], [1.5280, -3.3438, 2.2897], [3.1592, -5.1353, 2.4275], [2.2156, -6.4142, -1.3692], [0.5444, -4.6592, -1.6646], [2.0208, -1.6071, -0.1499], [-0.1583, 0.4076, -0.4808], [1.5759, 0.6312, -0.2868], [0.9482, 0.3417, -1.8866], [0.5654, -0.6925, 1.7074], [-1.6332, 0.4201, 1.0748], [-2.4875, -1.0303, 1.6159], [-1.6738, -0.0162, 2.7781], [0.5907, 5.1269, -1.7248], [1.3159, 5.7578, -0.5693], [1.3930, 7.2301, -0.8228], [2.6983, 5.2018, -0.4971], [0.5798, 5.5639, 0.7401], [0.4380, 4.1419, 1.2279], [-0.2938, 3.3786, 0.2843], [1.0193, 5.5281, -2.6410], [0.7338, 4.0549, -1.6989], [-0.4619, 5.3828, -1.6596], [1.9325, 7.3948, -1.7510], [1.9196, 7.7006, 0.0037], [0.3822, 7.6219, -0.8992], [2.6441, 4.1243, -0.3779], [3.2136, 5.6531, 0.3476], [3.2137, 5.4423, -1.4231], [-0.4039, 6.0081, 0.5917], [1.1265, 6.1420, 1.4840], [-0.1024, 4.1751, 2.1781], [1.4149, 3.6854, 1.4163], [-0.3544, 2.4751, 0.6141]],
  "total_charge": 1,
  "homo_lumo_gap_ev": 7.0,
  "e_above_lowest_kcal_mol": 0.0,
  "lumo_ev": -2.68,
  "e_homo_ev": -9.69
}

(5)
{
  "formula": "CH3ErO3S",
  "method": "ωB97M-V with the def2-TZVPD basis set",
  "species": ["S", "O", "O", "C", "O", "Er", "H", "H", "H"],
  "xyz": [[3.6516, 1.4826, 0.4586], [3.3434, -0.0316, 0.6279], [2.2316, 2.0712, 0.1728], [-2.0837, -0.7394, -0.3389], [-1.0628, -0.3082, 0.4922], [1.0876, 0.1178, 0.3659], [-1.7796, -0.7115, -1.4034], [-2.4027, -1.7798, -0.1267], [-2.9855, -0.1011, -0.2483]],
  "total_charge": 1,
  "homo_lumo_gap_ev": [7.3, 7.8],
  "e_above_lowest_kcal_mol": 20.7,
  "lumo_ev": [-6.28, -6.17],
  "spin_multiplicity": 5,
  "e_homo_ev": [-13.62, -13.99],
  "s_squared": 6.005
}

(6)
{
  "formula": "C9H19BFO3",
  "method": "ωB97M-V with the def2-TZVPD basis set",
  "species": ["C", "C", "C", "C", "O", "C", "O", "B", "O", "C", "C", "F", "C", "C", "H", "H", "H", "H", "H", "H", "H", "H", "H", "H", "H", "H", "H", "H", "H", "H", "H", "H", "H"],
  "xyz": [[3.8620, 1.6953, 0.4227], [3.0278, 0.3271, 0.0737], [2.3561, -0.4253, 1.3686], [1.7952, -1.9544, 0.9990], [0.3324, -2.0219, 0.8594], [-0.1338, -1.5031, -0.4358], [-0.5919, -2.4824, -1.4765], [-1.0202, -1.5283, -2.5598], [-1.3598, -0.1886, -1.9618], [-1.4314, -0.5027, -0.5113], [-1.6043, 0.7150, 0.5723], [-1.0214, 0.4314, 1.9170], [-3.2497, 0.8610, 0.8342], [-3.9287, 1.9384, -0.1981], [3.3104, 2.6042, -0.1118], [3.9363, 1.9555, 1.5614], [4.9131, 1.5962, -0.1156], [2.1305, 0.6458, -0.6434], [3.6370, -0.4826, -0.5248], [3.2198, -0.5868, 2.1766], [1.5281, 0.2022, 1.9168], [2.0685, -2.6124, 1.9568], [2.3926, -2.4120, 0.0934], [0.8681, -1.1246, -0.9317], [-1.9607, -1.8076, -3.2064], [0.0017, -1.2918, -3.1221], [-2.3321, -1.2847, -0.5050], [-1.1764, 1.7495, 0.2320], [-3.8064, -0.1775, 0.6577], [-3.3969, 1.1672, 1.9622], [-4.3235, 1.3405, -1.1299], [-4.8722, 2.3935, 0.3635], [-3.1702, 2.7640, -0.5334]],
  "total_charge": -1,
  "homo_lumo_gap_ev": 7.1,
  "lumo_ev": 3.32,
  "e_homo_ev": -3.74
}